{"formula": "C12H14N", "method": "ωB97M-V/def2-TZVPD", "smiles": "C=C/C=C\\C=C(/C)[n+]1ccccc1", "max_force_ev_per_a": 5.084, "gap_ha": 0.2674, "charge": 1, "lumo_ha": -0.1686, "species": ["C", "C", "C", "C", "C", "C", "C", "N", "C", "C", "C", "C", "C", "H", "H", "H", "H", "H", "H", "H", "H", "H", "H", "H", "H", "H", "H"], "positions_angstrom": [[1.202, 0.210, -1.405], [1.760, -1.079, -1.253], [2.388, -1.458, -0.138], [2.140, -0.776, 1.139], [1.221, 0.247, 1.371], [0.316, 0.858, 0.408], [0.443, 2.299, 0.431], [-0.991, 0.269, 0.449], [-1.144, -1.001, 1.032], [-2.356, -1.668, 0.793], [-3.262, -1.134, -0.182], [-2.977, 0.078, -0.812], [-1.824, 0.755, -0.450], [1.866, 1.086, -1.570], [0.271, 0.337, -2.051], [1.609, -1.926, -1.902], [2.970, -2.409, -0.179], [2.701, -1.229, 2.044], [1.030, 0.538, 2.505], [-0.166, 2.781, -0.429], [1.398, 2.677, 0.226], [0.240, 2.711, 1.382], [-0.249, -1.355, 1.475], [-2.520, -2.660, 1.063], [-4.077, -1.754, -0.422], [-3.550, 0.431, -1.657], [-1.587, 1.682, -0.930]], "atomic_forces_ev_per_a": [[-3.7, 3.3, 1.1], [0.5, -1.4, 0.4], [0.2, -0.4, 1.0], [0.3, 1.1, 1.7], [1.9, -2.3, 2.9], [3.7, -2.3, -2.4], [-2.2, 2.0, -2.8], [0.4, -1.9, 0.4], [-2.3, 1.4, -1.8], [0.9, 2.5, -1.9], [2.0, 0.5, 1.3], [0.2, -0.7, 0.3], [-2.3, -0.3, -0.5], [-0.2, -0.8, 0.3], [1.4, -0.4, 0.5], [0.0, 0.4, -1.1], [-0.8, 0.8, 0.5], [-1.0, 1.1, -1.5], [0.4, -0.7, -2.3], [0.7, -0.3, 1.7], [1.7, -0.2, -0.4], [-0.9, 0.5, 1.1], [0.2, -0.4, 0.7], [-0.1, -1.4, 1.0], [-1.0, -0.4, -0.5], [-0.2, 0.1, 0.2], [0.2, 0.2, 0.0]], "nbo_charge": [-0.35, -0.24, -0.20, -0.19, -0.25, 0.14, -0.65, -0.30, 0.08, -0.21, -0.09, -0.22, 0.10, 0.24, 0.21, 0.24, 0.24, 0.25, 0.23, 0.21, 0.26, 0.24, 0.27, 0.25, 0.24, 0.26, 0.24]}

{"formula": "C33H74FN12O9", "method": "ωB97M-V/def2-TZVPD", "max_force_ev_per_a": 7.594, "gap_ha": 0.2540, "charge": 1, "lumo_ha": -0.1205, "species": ["C", "N", "C", "C", "O", "C", "N", "C", "N", "C", "C", "C", "C", "F", "N", "H", "H", "H", "H", "H", "H", "H", "H", "H", "H", "H", "H", "H", "H", "H", "H", "H", "H", "C", "O", "N", "C", "C", "H", "H", "H", "H", "H", "H", "H", "C", "O", "N", "C", "C", "H", "H", "H", "H", "H", "H", "H", "C", "O", "N", "C", "C", "H", "H", "H", "H", "H", "H", "H", "C", "O", "N", "C", "C", "H", "H", "H", "H", "H", "H", "H", "C", "O", "N", "C", "C", "H", "H", "H", "H", "H", "H", "H", "C", "O", "N", "C", "C", "H", "H", "H", "H", "H", "H", "H", "C", "O", "N", "C", "C", "H", "H", "H", "H", "H", "H", "H", "C", "O", "N", "C", "C", "H", "H", "H", "H", "H", "H", "H"], "positions_angstrom": [[1.637, -3.757, -1.552], [1.115, -3.294, -2.894], [2.094, -3.596, -4.005], [0.649, -1.856, -2.884], [1.081, -0.873, -3.684], [-0.565, -1.445, -1.814], [-0.062, -1.234, -0.401], [0.384, -0.010, 0.034], [0.941, 0.370, 1.417], [1.823, 1.625, 1.267], [1.822, 1.810, -0.387], [2.304, 3.251, -1.003], [3.889, 3.495, -0.535], [4.545, 4.517, -1.393], [0.438, 1.300, -0.720], [2.450, -3.051, -1.092], [0.689, -3.804, -0.829], [2.079, -4.843, -1.564], [2.822, -2.722, -4.281], [2.788, -4.479, -3.602], [1.542, -4.067, -4.953], [-1.050, -0.425, -2.180], [-1.451, -2.238, -1.853], [-0.051, -2.044, 0.285], [1.549, -0.375, 1.862], [1.465, 2.536, 1.923], [2.937, 1.441, 1.611], [2.557, 0.979, -0.800], [2.348, 3.172, -2.184], [1.646, 4.172, -0.633], [4.445, 2.452, -0.695], [3.981, 3.720, 0.626], [0.213, 1.295, -1.738], [4.958, -3.801, -0.501], [4.299, -4.442, -1.308], [5.545, -4.310, 0.638], [6.312, -3.482, 1.544], [5.390, -5.718, 0.939], [5.139, -2.721, -0.633], [7.331, -3.875, 1.606], [5.845, -3.513, 2.533], [6.347, -2.446, 1.197], [5.803, -6.306, 0.113], [4.324, -5.947, 1.035], [5.907, -5.974, 1.867], [-0.075, 3.850, -4.026], [-0.759, 4.862, -3.949], [0.305, 3.229, -5.197], [1.118, 2.031, -5.204], [-0.121, 3.792, -6.462], [0.303, 3.339, -3.125], [2.042, 2.234, -5.752], [0.563, 1.230, -5.701], [1.366, 1.718, -4.186], [0.257, 4.816, -6.541], [-1.214, 3.817, -6.490], [0.255, 3.195, -7.297], [-4.962, 4.458, -1.313], [-5.904, 3.993, -0.685], [-3.939, 5.212, -0.778], [-2.857, 5.728, -1.591], [-3.944, 5.498, 0.642], [-4.859, 4.301, -2.399], [-1.911, 5.328, -1.215], [-2.850, 6.819, -1.519], [-2.979, 5.437, -2.638], [-3.928, 4.555, 1.195], [-4.862, 6.038, 0.893], [-3.075, 6.102, 0.917], [3.992, -1.545, 3.594], [2.982, -1.644, 2.911], [4.047, -1.032, 4.873], [5.286, -0.949, 5.616], [2.826, -0.560, 5.493], [4.976, -1.873, 3.219], [5.188, -1.534, 6.534], [5.479, 0.099, 5.866], [6.124, -1.337, 5.030], [2.110, -1.386, 5.544], [2.400, 0.239, 4.879], [3.025, -0.184, 6.500], [-5.364, 4.090, 3.108], [-4.595, 5.036, 3.215], [-5.801, 3.293, 4.144], [-6.715, 2.190, 3.933], [-5.332, 3.565, 5.487], [-5.782, 3.796, 2.131], [-7.620, 2.363, 4.522], [-6.234, 1.264, 4.261], [-6.986, 2.099, 2.877], [-5.620, 4.583, 5.765], [-4.241, 3.490, 5.505], [-5.762, 2.854, 6.197], [2.642, -8.766, 1.721], [3.638, -8.325, 1.164], [1.686, -8.012, 2.368], [0.533, -8.614, 3.004], [1.839, -6.573, 2.414], [2.428, -9.848, 1.746], [-0.374, -8.215, 2.541], [0.545, -8.361, 4.069], [0.545, -9.701, 2.893], [1.869, -6.185, 1.391], [2.783, -6.330, 2.911], [1.009, -6.113, 2.958], [-10.187, 2.467, 4.201], [-9.846, 2.426, 5.376], [-11.252, 3.186, 3.702], [-11.590, 3.181, 2.294], [-12.059, 3.971, 4.612], [-9.642, 1.906, 3.424], [-11.536, 4.205, 1.914], [-12.608, 2.798, 2.177], [-10.902, 2.549, 1.726], [-11.420, 4.708, 5.109], [-12.488, 3.309, 5.370], [-12.861, 4.483, 4.074], [4.806, -2.160, -7.827], [5.667, -2.693, -8.515], [5.016, -1.119, -6.947], [3.940, -0.543, -6.168], [6.353, -0.584, -6.797], [3.755, -2.489, -7.863], [3.853, 0.519, -6.417], [4.175, -0.654, -5.106], [2.990, -1.040, -6.380], [6.701, -0.217, -7.768], [7.021, -1.383, -6.463], [6.363, 0.232, -6.070]], "atomic_forces_ev_per_a": [[-1.1, -0.3, 1.8], [0.7, 3.5, -0.2], [1.3, -1.7, -0.7], [1.8, 2.3, -2.3], [-2.5, -5.7, 4.3], [-0.8, 0.1, -1.3], [0.5, 1.9, 1.1], [1.4, 3.0, 1.0], [0.6, -1.6, -3.3], [0.8, 0.6, -1.1], [1.4, -0.1, 0.9], [0.7, 0.3, 0.2], [-0.2, -1.3, -0.2], [-1.7, -2.3, 2.2], [0.3, -3.3, 0.9], [-1.6, -1.3, -1.0], [2.0, 0.1, -1.3], [-1.0, 2.3, -0.4], [-1.7, -1.5, 0.5], [-1.5, 2.0, -0.9], [1.1, 1.5, 2.1], [1.3, -2.3, 0.7], [2.2, 1.6, 0.4], [0.0, 1.5, -1.2], [-1.2, 0.5, -0.6], [0.2, -1.9, -1.7], [-2.3, -0.1, -0.7], [-1.0, 1.8, 0.8], [-0.3, 0.3, 2.5], [1.3, -2.2, -1.0], [-0.9, 2.4, 0.1], [-0.1, 0.2, -2.7], [0.3, -0.4, 1.1], [0.5, -0.8, 0.9], [0.7, 0.1, 0.6], [-0.6, 1.1, -1.3], [0.0, -0.3, -0.2], [-0.3, -0.2, -0.3], [0.1, 0.0, 0.1], [0.0, 0.2, 0.2], [0.2, 0.0, 0.0], [0.0, -0.1, 0.0], [-0.2, -0.1, 0.2], [0.3, -0.2, 0.0], [-0.1, 0.1, -0.2], [-0.3, 0.3, -1.2], [0.6, -0.9, -0.2], [-0.2, 0.4, 1.5], [-0.1, 0.2, -0.2], [-0.2, 0.3, 0.0], [0.1, -0.1, 0.0], [0.0, -0.2, 0.1], [0.2, -0.1, 0.1], [-0.1, 0.0, -0.1], [-0.1, -0.1, -0.2], [0.1, 0.1, -0.2], [0.0, 0.1, 0.3], [0.6, 0.6, 0.7], [0.6, 0.2, -0.1], [-1.0, -0.8, -1.0], [-0.2, 0.0, 0.1], [-0.3, -0.3, -0.2], [0.1, 0.1, 0.0], [0.1, 0.1, -0.2], [0.2, -0.1, -0.1], [0.1, 0.0, 0.2], [0.1, 0.4, -0.2], [0.2, -0.1, 0.2], [-0.2, -0.1, -0.1], [0.3, 0.6, 1.5], [-0.2, 0.3, 0.0], [0.0, -0.8, -1.9], [0.0, 0.0, 0.1], [-0.3, -0.1, -0.2], [-0.1, 0.1, 0.2], [0.2, 0.1, 0.0], [0.1, -0.2, 0.1], [-0.2, 0.0, 0.0], [0.0, 0.2, 0.1], [-0.1, 0.0, 0.2], [0.0, -0.1, -0.3], [-0.2, -0.3, 1.0], [-0.5, -0.6, 0.8], [0.5, 0.8, -1.3], [0.0, 0.1, 0.2], [0.1, 0.3, -0.1], [-0.1, -0.1, 0.0], [0.1, -0.3, 0.0], [-0.2, -0.1, -0.1], [0.1, 0.1, 0.1], [0.1, -0.1, 0.1], [-0.1, 0.1, 0.2], [0.0, 0.1, -0.2], [-0.1, 0.6, 0.1], [-0.8, 0.0, 0.5], [0.8, -0.9, -0.6], [0.1, 0.2, 0.0], [0.3, -0.1, -0.1], [-0.1, 0.1, 0.1], [-0.1, -0.2, 0.2], [-0.2, -0.1, 0.0], [0.1, 0.2, 0.0], [0.0, 0.2, 0.1], [-0.1, 0.2, -0.1], [0.1, -0.2, -0.1], [-0.9, 0.6, 0.1], [-0.3, 0.2, -0.7], [1.3, -0.9, 0.3], [-0.1, 0.1, 0.2], [0.1, -0.1, 0.3], [-0.1, 0.1, -0.1], [-0.1, -0.1, -0.2], [0.1, 0.1, -0.2], [-0.1, 0.1, 0.2], [-0.2, 0.0, 0.1], [0.0, 0.2, 0.0], [0.2, -0.2, 0.0], [0.8, 0.2, 0.0], [-0.6, 0.7, 0.8], [-0.5, -0.9, -0.7], [0.3, -0.1, -0.2], [0.2, -0.2, -0.2], [0.0, 0.1, 0.1], [-0.2, 0.0, 0.2], [-0.2, 0.1, 0.0], [0.2, 0.0, 0.0], [0.1, 0.0, 0.2], [0.1, 0.2, -0.1], [-0.1, -0.2, -0.1]], "lowdin_charge": [-0.11, -0.16, -0.08, -0.23, -0.05, -0.06, 0.08, -0.12, 0.06, -0.11, -0.28, -0.11, -0.14, -0.12, 0.08, 0.10, 0.09, 0.11, 0.09, 0.11, 0.12, 0.15, 0.16, 0.18, 0.10, 0.15, 0.13, 0.16, 0.12, 0.15, 0.13, 0.13, 0.11, -0.31, -0.03, -0.19, -0.07, -0.04, 0.13, 0.10, 0.07, 0.09, 0.10, 0.06, 0.10, -0.32, 0.01, -0.20, -0.07, -0.04, 0.10, 0.09, 0.09, 0.06, 0.10, 0.10, 0.09, -0.33, -0.01, -0.20, -0.07, -0.06, 0.13, 0.08, 0.09, 0.07, 0.07, 0.10, 0.10, -0.31, -0.03, -0.20, -0.05, -0.04, 0.10, 0.10, 0.10, 0.09, 0.10, 0.09, 0.10, -0.32, -0.02, -0.20, -0.06, -0.05, 0.13, 0.06, 0.09, 0.09, 0.09, 0.09, 0.09, -0.31, 0.01, -0.21, -0.06, -0.06, 0.13, 0.09, 0.09, 0.09, 0.08, 0.09, 0.09, -0.33, 0.00, -0.21, -0.06, -0.05, 0.12, 0.09, 0.09, 0.09, 0.09, 0.09, 0.09, -0.33, 0.02, -0.21, -0.08, -0.05, 0.13, 0.08, 0.08, 0.08, 0.10, 0.09, 0.09]}